Below is a 4-piece molecular cluster, C16H28F9O6S2 overall at a distorted geometry, with properties calculated with wB97M-V/def2-TZVPD.

energy	-2773.0586	Ha
M	551.51	g/mol
LUMO	2.56	eV
total charge	-1

```
61
Properties=species:S:1:pos:R:3:lowdin_charge:R:1
S 0.18431 0.29749 1.50739 0.42
S -4.64322 0.19690 1.88030 0.78
F -3.76314 2.80460 3.28980 0.10
F -2.68810 1.15155 0.40404 0.17
F -3.64828 -0.89789 1.33615 -0.12
F -5.44320 0.14441 0.50153 -0.14
F -5.57959 -0.96458 2.42853 -0.14
F -4.42032 2.41294 0.53358 0.12
F -5.69482 1.24144 2.44877 -0.14
F -2.63025 3.69924 1.67211 0.10
F -3.88777 0.18575 3.27245 -0.13
O 0.03830 0.27292 0.05157 -0.38
O 3.13053 1.04014 -2.94702 -0.16
O 1.56686 0.22112 1.96250 -0.38
O -6.93247 -5.02561 4.34755 -0.15
O -0.73139 -0.61293 2.23279 -0.39
O 7.45846 3.37005 -2.96677 -0.14
C 2.88033 -1.25439 -3.44892 -0.18
C 2.26683 0.45793 -1.94108 -0.19
C -3.57938 1.63562 1.22890 -0.45
C 3.37464 0.08707 -3.97469 -0.24
C 8.14471 3.73449 -4.16110 -0.22
C -4.63624 -5.42897 3.95846 -0.17
C -0.36025 1.96694 1.99134 -0.21
C 1.72753 -0.82627 -2.54200 -0.17
C -6.41214 -3.90903 3.61470 -0.21
C 7.46472 2.97917 -5.29570 -0.18
C -5.86122 -5.88401 4.74061 -0.22
C 6.02835 2.88736 -4.78574 -0.17
C -2.87469 2.51378 2.30777 -0.46
C -1.59398 1.97474 2.90100 -0.11
C -4.90399 -3.93405 3.81195 -0.17
C 6.24362 2.67955 -3.29403 -0.20
H -4.61605 -5.90495 2.97543 0.11
H -6.67611 -4.02841 2.55865 0.12
H 9.20176 3.48313 -4.05517 0.11
H 3.66242 -1.73716 -2.85744 0.11
H 5.42844 3.07064 -2.68845 0.12
H 2.85874 0.25892 -1.04479 0.12
H -4.36296 -3.46907 2.99031 0.11
H -6.14168 -6.91815 4.53322 0.11
H 8.06004 4.81870 -4.30238 0.11
H 0.83403 -0.62058 -3.13635 0.12
H 7.89304 1.97864 -5.39295 0.11
H -0.47532 2.53870 1.07529 0.09
H 2.58571 -1.93646 -4.24727 0.10
H -1.73116 0.97065 3.29489 0.10
H 6.36865 1.61882 -3.05532 0.12
H -5.70235 -5.77827 5.82008 0.11
H 4.44233 0.08235 -4.21381 0.10
H 7.56016 3.48564 -6.25586 0.11
H 1.46581 -1.55545 -1.77975 0.11
H -6.87244 -2.99276 3.98402 0.11
H -1.40572 2.62878 3.75518 0.13
H 5.45014 2.08469 -5.23979 0.10
H 0.47583 2.40202 2.53471 0.09
H -4.63503 -3.41253 4.73312 0.12
H -3.70128 -5.65883 4.46713 0.11
H 1.48324 1.16110 -1.67888 0.10
H 2.82146 0.38391 -4.87591 0.11
H 5.50349 3.82845 -4.96466 0.12
```